# C6H16N2O

3 unconnected molecules or ions with the total composition C6H16N2O in a non-equilibrium geometry (ωB97M-V/def2-TZVPD, OMol25).

Each atom is followed by the atoms it is bonded to, with distances in Å.
CARTESIAN COORDINATES (ANGSTROEM)
1 C -0.35 1.59 -1.24  C2 1.513, N3 1.434, N4 1.437
2 C 0.67 0.97 -2.16  C1 1.513, H12 1.090, H13 1.091, H14 1.096
3 N -1.57 0.83 -1.22  C1 1.434, H7 1.013, H8 1.019
4 N -0.54 2.98 -1.54  C1 1.437, H9 1.014, H10 1.017
5 C -0.03 1.83 1.06  O6 1.169, H11 1.254
6 O -1.12 1.74 1.49  C5 1.169
7 H -1.40 -0.15 -1.05  N3 1.013
8 H -2.21 1.17 -0.50  N3 1.019
9 H -1.30 3.38 -0.99  N4 1.014
10 H -0.77 3.13 -2.52  N4 1.017
11 H 0.56 1.70 -0.04  C5 1.254
12 H 0.91 -0.05 -1.85  C2 1.090
13 H 1.59 1.55 -2.16  C2 1.091
14 H 0.30 0.93 -3.19  C2 1.096
15 C 0.47 -1.58 0.97  C16 1.527, C17 1.527, H18 1.096, H19 1.095
16 C -0.67 -1.70 1.98  C15 1.527, H21 1.091, H22 1.092, H23 1.090
17 C 1.63 -2.52 1.27  C15 1.527, H20 1.090, H24 1.091, H25 1.091
18 H 0.84 -0.54 0.96  C15 1.096
19 H 0.09 -1.79 -0.04  C15 1.095
20 H 2.43 -2.41 0.54  C17 1.090
21 H -0.31 -1.48 2.99  C16 1.091
22 H -1.07 -2.71 1.98  C16 1.092
23 H -1.48 -1.01 1.75  C16 1.090
24 H 1.30 -3.56 1.26  C17 1.091
25 H 2.05 -2.32 2.26  C17 1.091

DFT total energy   -422.8555 a.u.
LUMO level   0.89 eV
Gap between HOMO and LUMO   8.633 eV
Relative energy (zero: lowest compared OMol25 entry of this formula, charge and spin)   3.570 eV